[1]
Entry from OMol25: a structure of composition C23H31CdN4Si (the ωB97M-V functional and the def2-TZVPD basis).

XYZ file:
```
60
Properties=species:S:1:pos:R:3:mulliken_charge:R:1
Cd -0.12 0.67 0.05 1.19
C 0.84 -1.63 -2.21 -1.05
C 1.87 -2.08 -1.18 -1.15
C 2.91 -1.04 -0.79 0.56
C 4.08 -1.43 -0.16 -0.94
C 5.02 -0.48 0.18 -0.39
C 4.77 0.85 -0.13 -0.76
C 3.58 1.16 -0.75 -0.13
N 2.66 0.24 -1.08 0.09
N -0.40 -1.00 -1.68 0.91
C -1.32 -2.03 -1.19 -1.41
C -2.45 -1.47 -0.35 0.58
C -3.43 -2.34 0.11 -0.80
C -4.47 -1.83 0.86 -0.53
C -4.51 -0.46 1.12 -0.68
C -3.50 0.33 0.62 -1.06
N -2.48 -0.16 -0.10 0.21
C -1.05 -0.24 -2.76 -1.05
C -0.33 1.05 -3.02 0.41
C 0.06 1.42 -4.28 -0.73
C 0.65 2.67 -4.46 -0.43
C 0.82 3.50 -3.37 -0.58
C 0.41 3.06 -2.13 -0.22
N -0.15 1.86 -1.95 -0.45
H 1.32 -0.91 -2.87 0.59
H 0.54 -2.48 -2.83 0.49
H 1.37 -2.45 -0.27 0.29
H 2.40 -2.93 -1.59 0.47
H 4.25 -2.49 0.06 0.43
H 5.94 -0.76 0.68 0.42
H 5.48 1.64 0.12 0.41
H 3.33 2.19 -0.98 0.35
H -1.74 -2.59 -2.03 0.45
H -0.76 -2.75 -0.59 0.61
H -3.37 -3.40 -0.12 0.49
H -5.24 -2.49 1.25 0.44
H -5.31 -0.02 1.70 0.45
H -3.49 1.40 0.80 0.74
H -1.11 -0.84 -3.67 0.49
H -2.05 0.00 -2.44 0.44
H -0.09 0.75 -5.12 0.43
H 0.97 2.98 -5.45 0.44
H 1.27 4.48 -3.47 0.43
H 0.53 3.67 -1.25 0.49
C -1.35 -1.20 3.24 -0.68
Si -0.44 0.42 3.41 0.25
C -1.65 1.83 3.35 -0.60
C 0.47 0.45 5.02 -1.03
C 0.74 0.57 2.00 -1.07
H -2.02 -1.39 4.09 0.39
H -0.63 -2.03 3.19 0.29
H -1.96 -1.21 2.32 0.09
H -2.23 1.93 4.27 0.32
H -2.36 1.70 2.52 -0.05
H -1.10 2.77 3.19 0.33
H -0.19 0.27 5.88 0.30
H 0.95 1.43 5.16 0.29
H 1.25 -0.32 5.02 0.28
H 1.41 -0.30 1.96 0.35
H 1.38 1.46 2.12 0.62
```

2S+1: 1
HOMO: -11.33 eV
Net charge: +1
HOMO-LUMO gap: 8.870 eV
M: 504.0 g/mol

---

[2]
Entry from OMol25: a structure of composition C23H31IN6O2RuSe (the ωB97M-V functional and the def2-TZVPD basis).

XYZ file:
```
65
Properties=species:S:1:pos:R:3:lowdin_spin:R:1
Ru -0.76 0.05 0.38 0.88
C 0.31 0.56 -3.68 0.00
C 0.44 0.39 -2.19 -0.01
O -0.67 0.05 -1.60 0.04
C 1.69 0.54 -1.62 0.02
C 2.07 0.33 -0.25 -0.01
C 3.53 0.34 0.13 0.00
N 1.17 0.12 0.66 0.02
N 1.58 -0.07 1.98 0.00
C 0.55 -0.15 2.78 0.01
O -0.70 -0.09 2.41 0.02
C 0.83 -0.34 4.23 0.00
C -0.23 -0.57 5.11 0.00
C 0.01 -0.71 6.47 0.00
C 1.31 -0.64 6.95 0.00
C 2.36 -0.43 6.08 0.00
C 2.13 -0.28 4.72 0.00
H -0.72 0.79 -3.94 0.00
H 0.59 -0.37 -4.19 0.00
H 0.96 1.35 -4.06 0.00
H 2.49 0.79 -2.30 0.00
H 4.15 0.49 -0.75 0.00
H 3.79 -0.60 0.61 0.00
H 3.73 1.12 0.87 0.00
H -1.24 -0.63 4.71 0.00
H -0.82 -0.89 7.14 0.00
H 1.49 -0.76 8.01 0.00
H 3.38 -0.38 6.45 0.00
H 2.94 -0.10 4.03 0.00
C -1.21 2.76 3.76 0.00
N 0.06 2.93 3.06 0.00
C 0.25 2.93 1.73 0.00
Se -1.03 2.67 0.40 0.03
N 1.56 3.12 1.50 0.00
C 2.25 3.21 2.70 0.00
C 3.59 3.38 3.01 0.00
C 3.92 3.42 4.35 0.00
C 2.95 3.29 5.35 0.00
C 1.61 3.13 5.05 0.00
C 1.29 3.09 3.70 0.00
H -2.01 2.87 3.03 0.00
H -1.29 3.53 4.52 0.00
H -1.25 1.77 4.21 0.00
H 1.94 3.12 0.57 0.00
H 4.35 3.48 2.24 0.00
H 4.96 3.54 4.63 0.00
H 3.26 3.32 6.39 0.00
H 0.87 3.00 5.82 0.00
I -2.27 -3.36 0.73 0.00
C -0.53 -2.01 0.38 0.00
H -0.22 -2.36 -0.61 0.01
H 0.16 -2.39 1.14 0.00
N -4.47 -1.89 -1.55 0.00
C -4.79 -0.43 -1.32 0.00
C -3.51 0.32 -1.02 0.00
N -2.90 -0.11 0.23 0.00
H -5.31 -2.44 -1.74 0.00
H -3.97 -2.33 -0.75 0.00
H -3.84 -1.99 -2.36 0.00
H -5.50 -0.39 -0.50 0.00
H -5.28 -0.07 -2.23 0.00
H -3.69 1.39 -0.99 0.00
H -2.78 0.14 -1.82 0.00
H -2.94 -1.12 0.34 0.00
H -3.35 0.26 1.07 0.00
```

2S+1: 2
⟨S²⟩: 0.7563
Energy above the lowest of the compared OMol25 structures with the same formula, charge and spin: 0.00 kcal/mol
HOMO (alpha / beta): -9.51 / -9.52 eV
Net charge: +1
HOMO-LUMO gap (alpha / beta): 6.654 / 6.624 eV
M: 730.5 g/mol

---

[3]
Entry from OMol25: a structure of composition C23H31MoN3P2 (the ωB97M-V functional and the def2-TZVPD basis).

XYZ file:
```
60
Properties=species:S:1:pos:R:3:lowdin_spin:R:1
C -1.58 3.09 -3.63 0.02
C -1.31 1.84 -3.07 -0.01
C 0.04 1.53 -2.75 0.02
C 1.09 2.38 -3.16 -0.02
C 0.78 3.61 -3.74 0.03
C -0.54 3.99 -3.93 -0.03
C 2.49 1.94 -3.07 0.20
C 2.65 0.49 -2.99 -0.02
C 1.55 -0.32 -2.65 0.02
C 1.59 -1.72 -2.89 -0.01
C 2.82 -2.30 -3.22 0.02
C 3.95 -1.51 -3.42 -0.03
C 3.87 -0.12 -3.33 0.03
H -2.62 3.36 -3.84 0.00
H 1.61 4.25 -4.06 0.00
H -0.78 4.97 -4.34 0.00
H 3.10 2.37 -3.87 0.00
H 2.87 -3.39 -3.30 0.00
H 4.90 -1.99 -3.68 0.00
H 4.73 0.52 -3.53 0.00
N 0.37 0.29 -2.16 -0.12
Mo -0.60 -0.44 -0.57 1.49
C -2.42 0.81 -2.89 0.03
H -2.23 -0.09 -3.51 0.00
H -3.39 1.23 -3.22 0.00
C 0.31 -2.55 -2.85 0.03
H -0.46 -2.15 -3.54 0.00
H 0.52 -3.59 -3.14 0.00
P -2.67 0.22 -1.15 0.04
P -0.47 -2.61 -1.17 0.04
C 0.69 -3.65 -0.24 0.00
H 0.49 -3.55 0.83 0.00
H 0.59 -4.70 -0.54 0.00
H 1.72 -3.31 -0.42 0.00
C -1.91 -3.66 -1.51 0.00
H -1.58 -4.69 -1.69 0.00
H -2.59 -3.64 -0.64 0.00
H -2.46 -3.29 -2.38 0.00
C -3.31 1.71 -0.32 0.00
H -4.32 1.95 -0.68 0.00
H -3.34 1.53 0.76 0.00
H -2.64 2.56 -0.51 0.00
C -4.11 -0.87 -1.27 0.00
H -4.35 -1.24 -0.27 0.00
H -4.97 -0.32 -1.67 0.00
H -3.90 -1.73 -1.92 0.00
H 3.14 2.58 -1.95 0.05
H 3.60 2.98 -1.41 0.11
C -0.71 1.58 2.33 0.00
C -0.95 0.13 2.51 0.02
N -0.98 -0.79 1.56 0.04
C -1.35 -2.01 2.16 0.01
C -1.52 -1.79 3.49 0.00
N -1.26 -0.44 3.70 0.01
H -1.66 2.11 2.17 0.00
H -0.26 1.98 3.25 0.00
H -0.04 1.76 1.48 0.00
H -1.47 -2.91 1.57 0.00
H -1.82 -2.49 4.25 0.00
H -1.29 0.06 4.58 0.00
```

2S+1: 3
⟨S²⟩: 2.1937
Energy above the lowest of the compared OMol25 structures with the same formula, charge and spin: 0.00 kcal/mol
HOMO (alpha / beta): -12.72 / -13.44 eV
Net charge: +2
HOMO-LUMO gap (alpha / beta): 5.257 / 6.438 eV
M: 507.4 g/mol

---

[4]
Entry from OMol25: an isolated molecule of C23H31N3O7S (the ωB97M-V functional and the def2-TZVPD basis).

XYZ file:
```
65
Properties=species:S:1:pos:R:3:mulliken_charge:R:1
C -2.65 -4.00 1.81 -0.91
O -3.12 -2.75 1.37 -0.39
C -2.97 -2.43 0.04 0.46
C -2.34 -3.25 -0.88 -0.49
C -2.27 -2.90 -2.22 -0.80
C -2.84 -1.72 -2.64 -1.13
C -3.46 -0.88 -1.73 -0.09
C -3.53 -1.20 -0.38 0.93
N -4.20 -0.41 0.55 0.09
C -3.58 -0.09 1.82 -0.48
C -3.36 1.44 1.95 -1.08
N -3.28 2.08 0.65 0.15
S -1.83 1.86 -0.14 0.92
O -2.04 1.93 -1.56 -0.76
O -1.09 0.74 0.38 -0.60
C -0.97 3.40 0.35 -0.65
C 0.14 3.67 -0.66 -1.03
N 1.04 2.55 -0.74 -0.07
C 2.21 2.52 -0.03 0.20
O 2.67 3.51 0.49 -0.69
C 2.88 1.19 0.00 -0.40
C 4.26 1.16 0.03 -0.60
C 4.95 -0.05 0.09 1.23
O 6.32 -0.12 0.13 -0.46
C 7.05 1.09 0.11 -0.94
C 4.23 -1.25 0.11 0.72
O 4.73 -2.52 0.16 -0.50
C 6.09 -2.78 -0.11 -0.82
C 2.82 -1.20 0.11 0.52
O 2.21 -2.41 0.17 -0.50
C 0.80 -2.45 0.16 -0.76
C 2.15 0.01 0.05 -0.35
C -4.50 1.95 -0.13 -0.87
C -5.16 0.57 0.13 -0.97
H -3.13 -4.83 1.28 0.37
H -2.92 -4.05 2.87 0.27
H -1.56 -4.09 1.71 0.29
H -1.92 -4.20 -0.57 0.46
H -1.78 -3.56 -2.92 0.40
H -2.80 -1.43 -3.68 0.41
H -3.88 0.05 -2.08 0.29
H -4.21 -0.44 2.64 0.65
H -2.61 -0.59 1.87 0.16
H -2.43 1.64 2.48 0.36
H -4.19 1.91 2.49 0.35
H -1.71 4.18 0.36 0.42
H -0.56 3.23 1.35 0.43
H -0.30 3.84 -1.64 0.35
H 0.74 4.53 -0.35 0.50
H 0.65 1.68 -1.09 0.20
H 4.78 2.10 0.03 0.54
H 6.88 1.65 -0.81 0.36
H 6.82 1.72 0.97 0.36
H 8.10 0.79 0.15 0.25
H 6.39 -2.35 -1.07 0.32
H 6.74 -2.40 0.67 0.24
H 6.16 -3.86 -0.16 0.29
H 0.38 -2.02 -0.75 0.41
H 0.37 -1.92 1.02 0.33
H 0.54 -3.51 0.22 0.22
H 1.07 0.03 0.09 0.23
H -4.21 2.07 -1.17 0.44
H -5.18 2.76 0.15 0.37
H -5.89 0.67 0.94 0.39
H -5.68 0.22 -0.76 0.48
```

2S+1: 1
Energy above the lowest of the compared OMol25 structures with the same formula, charge and spin: 119.78 kcal/mol
SMILES: COc1ccccc1N1CCN(S(=O)(=O)CCNC(=O)c2cc(OC)c(OC)c(OC)c2)CC1
HOMO: -7.59 eV
HOMO-LUMO gap: 8.155 eV
M: 493.6 g/mol

---

[5]
Entry from OMol25: an isolated molecule of C23H31N5O2 (the ωB97M-V functional and the def2-TZVPD basis).

XYZ file:
```
61
Properties=species:S:1:pos:R:3:mulliken_charge:R:1
C -0.98 -3.40 -1.26 -1.14
C -1.70 -2.06 -1.19 0.08
C -2.12 -1.73 0.24 -1.24
N -2.84 -0.48 0.31 0.12
C -4.18 -0.31 0.07 0.41
C -5.16 -1.26 -0.20 -0.56
C -6.45 -0.81 -0.39 -0.67
C -6.77 0.55 -0.32 -0.74
C -5.80 1.50 -0.06 -0.52
C -4.49 1.07 0.13 0.17
C -3.27 1.74 0.41 0.13
C -2.87 3.08 0.60 -0.44
N -1.63 3.39 0.83 -1.36
N -0.71 2.44 0.90 1.02
C 0.64 2.92 1.13 -1.11
C 1.41 3.07 -0.20 0.71
O 1.63 4.16 -0.69 -0.69
N 1.76 1.90 -0.76 0.29
C 2.50 1.85 -2.00 -0.85
C 3.95 1.42 -1.79 -0.62
C 4.08 -0.06 -1.44 -1.04
N 3.36 -0.43 -0.24 0.74
C 3.10 -1.86 -0.20 -1.19
C 2.22 -2.21 1.00 0.16
C 2.92 -1.80 2.29 -1.24
C 3.22 -0.31 2.21 0.05
C 4.06 -0.02 0.97 -1.05
C -0.91 1.08 0.77 0.34
O 0.03 0.29 0.88 -0.57
C -2.28 0.75 0.50 0.79
H -1.63 -4.20 -0.91 0.40
H -0.09 -3.38 -0.64 0.10
H -0.69 -3.62 -2.29 0.37
H -1.04 -1.27 -1.55 0.18
H -2.59 -2.07 -1.83 0.41
H -2.76 -2.52 0.64 0.49
H -1.23 -1.64 0.87 0.22
H -4.93 -2.31 -0.26 0.38
H -7.23 -1.52 -0.60 0.41
H -7.79 0.86 -0.48 0.39
H -6.05 2.55 -0.01 0.45
H -3.56 3.91 0.56 0.43
H 1.16 2.22 1.78 0.40
H 0.56 3.91 1.58 0.33
H 1.65 1.02 -0.26 -0.11
H 2.00 1.15 -2.68 0.28
H 2.46 2.85 -2.43 0.50
H 4.51 1.61 -2.71 0.42
H 4.39 2.05 -1.01 0.29
H 3.66 -0.64 -2.27 0.41
H 5.15 -0.32 -1.37 0.35
H 2.58 -2.14 -1.12 0.50
H 4.04 -2.44 -0.15 0.32
H 2.01 -3.28 1.00 0.46
H 1.29 -1.66 0.92 -0.23
H 2.29 -2.02 3.15 0.44
H 3.85 -2.36 2.41 0.41
H 3.75 0.04 3.10 0.43
H 2.27 0.22 2.13 -0.28
H 4.25 1.06 0.90 0.41
H 5.03 -0.53 1.06 0.46
```

2S+1: 1
Energy above the lowest of the compared OMol25 structures with the same formula, charge and spin: 30.49 kcal/mol
SMILES: CCCn1c2ccccc2c2cnn(CC(=O)NCCCN3CCCCC3)c(=O)c21
HOMO: -8.19 eV
HOMO-LUMO gap: 8.435 eV
M: 409.5 g/mol

---

[6]
Entry from OMol25: a structure of composition C23H31NO4 (the ωB97M-V functional and the def2-TZVPD basis).

XYZ file:
```
59
Properties=species:S:1:pos:R:3:mulliken_charge:R:1
C 1.45 2.81 2.52 -1.03
C 2.26 3.07 1.11 -0.72
H 1.55 3.41 0.30 0.36
H 2.84 3.90 1.20 0.58
O 2.98 1.84 0.57 -0.47
C 2.36 0.75 0.35 0.28
C 0.99 0.54 0.12 -0.25
C 0.60 -0.56 -0.58 0.06
C 1.44 -1.63 -0.60 -1.97
C 2.89 -1.54 -0.21 0.54
C 3.26 -0.03 0.19 0.57
O 4.55 0.05 0.38 -0.37
C 5.40 0.66 -0.47 -0.15
C 5.44 0.48 -1.77 -1.17
H 4.41 0.35 -2.36 0.17
H 5.96 1.04 -2.26 0.71
H 5.88 -0.77 -1.83 0.12
H 6.34 0.81 0.16 0.39
H 5.05 1.96 -0.36 0.05
O 3.56 -2.58 -0.23 -0.29
C 4.72 -2.86 0.33 -0.32
C 4.38 -2.74 2.07 -1.05
H 4.24 -1.72 2.30 0.34
H 3.61 -3.45 2.33 0.30
H 5.39 -3.00 2.20 0.42
H 5.63 -2.12 0.15 0.14
H 5.09 -4.04 0.09 0.28
H 1.17 -2.47 -0.82 1.21
C -0.89 -0.85 -0.69 0.33
O -1.37 -1.87 -0.43 -0.57
N -1.39 0.32 -1.51 0.00
H -0.87 0.97 -1.87 0.28
C -2.76 0.27 -1.84 0.81
C -2.91 0.24 -3.40 -1.84
H -3.96 0.23 -3.69 0.33
H -2.29 -0.23 -3.83 0.78
H -2.46 1.33 -3.88 0.25
H -3.21 -0.71 -1.28 -0.09
C -3.54 1.42 -1.14 -0.82
H -4.63 1.61 -1.48 0.31
H -2.90 2.23 -1.18 0.44
C -3.77 1.21 0.60 -1.51
C -4.79 0.07 0.70 0.97
C -6.08 0.36 0.77 0.04
C -7.12 -0.37 0.92 -1.23
C -6.53 -1.83 1.16 -0.13
C -5.28 -2.27 1.14 -1.74
C -4.24 -1.37 0.89 -0.20
H -3.31 -1.45 0.68 0.77
H -5.22 -3.13 1.29 0.84
H -7.43 -2.45 1.32 0.28
H -8.03 -0.08 1.00 0.65
H -6.10 1.60 0.51 0.00
H -2.60 0.72 0.85 -0.02
H -3.78 2.01 0.96 1.11
H 0.42 1.58 0.26 0.15
H 0.79 3.62 2.65 0.44
H 0.66 1.95 2.41 0.27
H 2.16 2.70 3.24 0.37
```

2S+1: 1
Energy above the lowest of the compared OMol25 structures with the same formula, charge and spin: 553.09 kcal/mol
HOMO: -7.53 eV
HOMO-LUMO gap: 8.189 eV
M: 385.5 g/mol

---

[7]
Entry from OMol25: a structure of composition C23H32AgAsN2O (the ωB97M-V functional and the def2-TZVPD basis).

XYZ file:
```
60
Properties=species:S:1:pos:R:3:mulliken_charge:R:1
Ag -1.03 1.12 0.61 0.12
C -1.55 4.02 0.43 -0.13
C -2.83 3.77 0.92 -0.41
C -3.00 3.09 2.12 -0.33
C -1.88 2.69 2.86 -0.34
C -0.59 3.00 2.41 -0.50
C -0.42 3.65 1.18 -0.65
H -1.42 4.55 -0.51 0.41
H -3.70 4.08 0.34 0.41
H -3.99 2.87 2.49 0.39
H -2.01 2.21 3.82 0.38
H 0.27 2.78 3.03 0.32
H 0.57 3.93 0.85 0.45
C 2.89 2.37 -0.74 -1.36
As 1.69 0.92 -0.20 0.73
C 3.03 -0.16 0.71 -1.26
C 1.54 0.02 -1.97 -1.06
C 2.75 -0.75 -2.43 0.14
C 3.77 -0.14 -3.16 -0.25
C 4.91 -0.85 -3.53 -0.70
C 5.05 -2.18 -3.17 -0.40
C 4.04 -2.81 -2.44 -0.70
C 2.91 -2.10 -2.08 0.08
H 3.82 1.99 -1.20 0.45
H 3.15 2.94 0.15 0.40
H 2.39 3.03 -1.45 0.38
H 3.87 -0.35 0.05 0.44
H 2.56 -1.09 1.04 0.24
H 3.36 0.40 1.58 0.44
H 1.31 0.82 -2.67 0.52
H 0.67 -0.62 -1.89 0.20
H 3.66 0.90 -3.45 0.40
H 5.69 -0.35 -4.11 0.37
H 5.94 -2.74 -3.47 0.37
H 4.14 -3.85 -2.16 0.39
H 2.12 -2.58 -1.49 0.39
C -1.80 -2.30 2.56 -1.33
C -0.52 -1.45 2.60 0.62
C 0.63 -2.27 3.16 -1.49
O -0.19 -0.92 1.35 -0.20
H -2.06 -2.67 3.56 0.45
H -1.66 -3.16 1.89 0.27
H -2.64 -1.71 2.18 0.21
H -0.71 -0.65 3.33 -0.07
H 0.83 -3.12 2.50 0.32
H 0.42 -2.66 4.17 0.43
H 1.54 -1.65 3.21 0.28
N -1.42 -1.61 -1.01 -0.12
C -2.71 -1.12 -0.98 0.52
C -3.78 -1.82 -1.57 -0.83
C -5.05 -1.30 -1.53 -0.25
C -5.27 -0.07 -0.89 -0.89
C -4.18 0.55 -0.34 -0.14
N -2.93 0.06 -0.38 0.44
H -1.35 -2.54 -1.37 0.27
H -0.83 -1.43 -0.14 0.02
H -3.58 -2.78 -2.06 0.29
H -5.87 -1.83 -1.99 0.40
H -6.25 0.38 -0.83 0.41
H -4.29 1.51 0.14 0.08
```

2S+1: 1
Energy above the lowest of the compared OMol25 structures with the same formula, charge and spin: 4.19 kcal/mol
HOMO: -7.29 eV
HOMO-LUMO gap: 7.958 eV
M: 535.3 g/mol